The following is a quantum chemistry calculation of a cluster of 2 separate species, C3H5NO3 in total in a non-equilibrium geometry, from OMol25.

Geometry (Å):
C1 -2.1338 1.7444 -0.2549
C2 -1.9174 0.5123 -0.4141
C3 -1.3151 -0.8375 -0.1656
O1 -2.1472 -1.7565 -0.3335
N1 -0.0285 -0.9810 0.1680
O2 0.6196 0.1461 0.6198
H1 -2.1183 2.6956 0.1763
H2 0.5594 -1.7742 0.0769
H3 0.4534 0.0342 1.5567
O3 3.0482 -0.0109 -0.6069
H4 2.4771 0.7497 -0.7917
H5 2.5027 -0.5222 -0.0311

* max |F|: 0.129 Eh/bohr
* HOMO: -10.2 eV
* energy relative to the best compared isomer or geometry (same formula, charge and spin): 5.832 eV
* SMILES string: C#CC(=O)NO.O
* LUMO energy: 0.1 eV
* DFT total energy: -397.6224 hartree
* multiplicity: 1